Entry 1:
The following is a DFT calculation (ωB97M-V/def2-TZVPD) of a cluster of 2 separate species, C5H14 in total in a non-equilibrium geometry.

Values from the calculation:
Kohn-Sham gap = 0.453 Ha
Lowest unoccupied orbital energy = 1.138 eV
Charge = 0
E_HOMO = -0.411 Ha

Positions of all 19 atoms, in Å:
H 1.7582 2.6549 -0.1300
H -1.0854 -0.6207 1.7540
H 0.6644 0.5199 -0.5424
H 2.0540 0.2396 -1.5998
H -2.3446 1.0383 0.6980
H -1.6618 -2.2627 -0.7858
C -0.9440 -1.9564 0.0004
H 2.0088 -0.3781 0.0665
H -2.6185 -1.2441 1.0957
C 2.3806 1.7565 0.0177
H 3.3356 1.9848 -0.4798
C 1.7621 0.4770 -0.5842
H -0.7542 -2.9012 0.5018
H -0.9695 0.8776 -0.4492
H -0.1316 -1.5621 -0.6004
H -2.5174 0.2172 -0.8734
H 2.5009 1.6408 1.0877
C -1.8233 0.3988 -0.0175
C -1.6141 -0.8803 0.8408

Atoms 1-6, force components in eV/Å:
H 0.06 -0.41 -0.06
H 0.16 -0.11 0.07
H 0.69 0.04 -0.18
H 0.16 0.15 -0.16
H 0.09 0.70 -0.52
H 0.02 0.21 0.26

Entry 2:
The following is a DFT calculation (ωB97M-V/def2-TZVPD) of a cluster of 2 separate species, C5H14 in total.

Values from the calculation:
Kohn-Sham gap = 0.458 Ha
Lowest unoccupied orbital energy = 1.136 eV
Charge = 0
E_HOMO = -0.416 Ha

Positions of all 19 atoms, in Å:
H 2.8293 2.4079 1.0964
H -0.4202 -2.1095 -0.0388
H -0.8262 -2.6337 -1.6552
C -2.1542 -1.0514 -0.9311
H -2.7436 0.9353 -0.1067
C 2.8508 1.3652 1.4066
H -0.0451 -1.1128 -1.4129
C -2.0017 0.4753 -0.7732
H 3.0308 1.3631 2.4833
H -1.0190 0.7322 -0.3821
C 1.5206 0.6785 1.0778
C -0.8148 -1.7695 -0.9997
H 3.7076 0.8640 0.9708
H 0.7702 1.1023 1.7485
H 1.2578 0.8884 0.0440
H -2.7569 -1.4553 -0.1135
H -2.7183 -1.2498 -1.8368
H -2.1069 0.9699 -1.7343
H 1.6397 -0.3999 1.1570

Atoms 1-6, force components in eV/Å:
H 0.14 0.04 -0.10
H -0.25 0.14 0.08
H -0.19 -0.26 -0.05
C -0.14 0.29 0.36
H 0.09 -0.26 -0.14
C -0.13 -0.01 0.40

Entry 3:
The following is a DFT calculation (ωB97M-V/def2-TZVPD) of a cluster of 2 separate species, C5H14 in total in a non-equilibrium geometry.

Values from the calculation:
Kohn-Sham gap = 0.436 Ha
Lowest unoccupied orbital energy = 1.064 eV
Charge = 0
E_HOMO = -0.397 Ha

Positions of all 19 atoms, in Å:
H -3.0044 -2.5600 -1.5223
H 1.0780 0.2701 2.5629
H 1.5304 2.1159 -1.3444
H 2.3227 -0.5823 1.6056
C 1.6475 2.1179 -0.2327
H 2.4800 1.1293 2.1238
H -0.9852 -0.5609 -0.2696
C 1.1209 0.8657 0.4297
H -0.7911 -1.5594 -1.6847
H 0.0246 1.0474 0.6422
C -2.8423 -1.5990 -1.0273
C -1.3218 -1.5365 -0.7184
H -1.0641 -2.4257 -0.1451
H 0.9798 0.0294 -0.3254
C 1.8252 0.3688 1.6750
H 1.0283 2.9721 0.1030
H -3.2652 -0.8558 -1.6777
H 2.7091 2.3993 -0.0837
H -3.4724 -1.6363 -0.1111

Atoms 1-6, force components in eV/Å:
H -0.17 0.02 -0.04
H 0.95 -0.20 -1.57
H -0.06 -0.22 0.78
H 0.35 -0.21 -0.26
C 0.04 1.37 -1.08
H 0.30 -0.23 -0.55

Entry 4:
The following is a DFT calculation (ωB97M-V/def2-TZVPD) of a cluster of 2 separate species, C5H14 in total in a non-equilibrium geometry.

Values from the calculation:
Kohn-Sham gap = 0.439 Ha
Lowest unoccupied orbital energy = 1.051 eV
Charge = 0
E_HOMO = -0.400 Ha

Positions of all 19 atoms, in Å:
C -1.4024 -0.5021 -0.2403
H -2.9914 0.6464 -0.9872
C -1.5020 -0.6093 1.2369
H 3.4934 -0.5608 -0.4417
H -3.6102 -1.1025 -0.6961
H 1.9401 1.9636 0.1774
H 3.0811 1.5172 1.4245
C -2.7915 -0.3955 -0.9770
C 2.4978 -0.1127 -0.3787
H 3.4468 2.0009 -0.2712
H -0.6246 -1.1890 1.7556
H 1.7899 -0.5352 0.3563
H -2.5207 -0.7168 -1.9467
H -2.3184 -1.2748 1.6645
H -1.6334 0.3337 1.8343
H -0.8367 0.3762 -0.6506
H -0.9898 -1.2908 -0.6862
C 2.8951 1.2755 0.2467
H 2.0771 0.1762 -1.4204

Atoms 1-6, force components in eV/Å:
C -2.75 3.15 -0.03
H -1.23 0.73 -0.08
C 0.79 -1.38 3.84
H -0.70 -1.06 -0.30
H 0.65 0.93 0.46
H 0.92 -1.41 0.26

Entry 5:
The following is a DFT calculation (ωB97M-V/def2-TZVPD) of a cluster of 2 separate species, C5H14 in total in a non-equilibrium geometry.

Values from the calculation:
Kohn-Sham gap = 0.456 Ha
Lowest unoccupied orbital energy = 1.147 eV
Charge = 0
E_HOMO = -0.413 Ha

Positions of all 19 atoms, in Å:
H 2.6806 -0.7847 0.0180
H -1.8873 -0.1715 0.9838
C 1.9143 -1.4658 0.3891
H 1.8086 -1.3816 1.4629
H 2.3721 -2.8443 -1.1646
H -0.5387 -0.3003 -0.2295
H -1.9412 1.2001 -1.5113
H -2.0445 3.5893 -0.7294
H 2.9703 -3.3745 0.4383
C -1.1653 0.3481 0.3513
H 1.2480 -3.4992 0.0487
C 2.1487 -2.9057 -0.1009
C -1.9572 1.3990 -0.4403
H -0.5900 0.8989 1.0990
H -0.3543 2.9679 -0.7057
H -2.9906 1.4956 -0.1224
H -1.3107 3.1523 0.6816
H 1.0130 -1.1291 -0.1013
C -1.3759 2.8055 -0.3672

Atoms 1-6, force components in eV/Å:
H 0.26 -0.09 0.30
H 0.20 -0.69 -0.32
C 0.03 -0.41 -0.81
H -0.02 0.06 0.17
H 0.07 -0.37 -0.03
H -0.08 -0.16 -0.16

Entry 6:
The following is a DFT calculation (ωB97M-V/def2-TZVPD) of a cluster of 2 separate species, C5H14 in total in a non-equilibrium geometry.

Values from the calculation:
Kohn-Sham gap = 0.452 Ha
Lowest unoccupied orbital energy = 1.163 eV
Charge = 0
E_HOMO = -0.410 Ha

Positions of all 19 atoms, in Å:
C 1.5242 -0.8962 -0.2327
H 2.1144 -1.5640 -0.8515
C 0.0545 2.2315 0.3682
C -1.4192 2.3026 0.7343
H 0.5316 -3.3905 -0.0244
H 0.4136 3.2663 0.3121
H -0.4155 -0.6803 -1.1146
H -0.5594 -0.9494 0.5339
H 0.6770 1.6998 1.0816
H -2.0162 2.7968 -0.0280
H -1.5316 2.8140 1.6929
H -1.1692 -3.0877 -0.4079
C 0.0396 -1.2826 -0.3168
H -1.8287 1.3032 0.9022
C -0.1438 -2.7836 -0.6157
H -0.0160 -2.8747 -1.6937
H 1.7326 0.1292 -0.5296
H 0.2179 1.8432 -0.6367
H 1.7943 -0.8777 0.8265

Atoms 1-6, force components in eV/Å:
C -0.65 0.49 0.80
H 0.29 -0.11 0.24
C -0.03 1.09 -0.54
C 0.10 -0.70 0.61
H 0.19 -0.19 -0.15
H 0.23 -0.14 0.13

Entry 7:
The following is a DFT calculation (ωB97M-V/def2-TZVPD) of a cluster of 2 separate species, C5H14 in total in a non-equilibrium geometry.

Values from the calculation:
Kohn-Sham gap = 0.442 Ha
Lowest unoccupied orbital energy = 1.045 eV
Charge = 0
E_HOMO = -0.404 Ha

Positions of all 19 atoms, in Å:
H -0.3763 0.3939 2.3375
H 0.2505 1.9051 2.7660
C -2.1226 -1.5441 -1.6680
H -0.9917 1.9582 1.5895
H 2.3481 0.7900 2.4359
H -2.5351 -0.6646 -2.1641
H -0.2716 -2.5744 -1.6645
H -1.9259 -1.2939 -0.6290
H 0.8924 1.7683 -0.0906
H 0.8301 0.1947 0.3642
H -0.4922 -1.3287 -3.0379
C -0.9167 -2.1230 -2.4107
H 2.9278 2.2104 1.5227
C -0.1361 1.3590 1.8948
H 3.0569 0.7136 0.9053
H -2.9695 -2.2354 -1.6413
C 0.9662 1.1733 0.8307
C 2.3101 1.3130 1.4742
H -1.1726 -2.7971 -3.2289

Atoms 1-6, force components in eV/Å:
H -0.55 -0.07 -0.31
H 0.20 0.13 -0.30
C -0.98 -0.25 -0.37
H -0.29 -0.53 -0.24
H -0.20 0.42 0.14
H 0.19 0.13 0.05

Entry 8:
The following is a DFT calculation (ωB97M-V/def2-TZVPD) of a cluster of 2 separate species, C5H14 in total in a non-equilibrium geometry.

Values from the calculation:
Kohn-Sham gap = 0.449 Ha
Lowest unoccupied orbital energy = 1.075 eV
Charge = 0
E_HOMO = -0.410 Ha

Positions of all 19 atoms, in Å:
H -1.4133 2.6198 -0.1539
C -1.2431 1.0745 -1.5226
H -2.2161 1.3060 -2.0442
H 3.2768 -2.1900 1.2382
H 0.9693 -1.3330 1.5007
H 2.3808 -3.0408 0.1232
H 2.1899 0.1473 0.4821
C -1.1914 1.6016 -0.1520
H 1.0027 -0.9387 -0.3521
H -0.4800 1.2978 -2.1721
H -1.1932 -0.0131 -1.4854
H -3.1292 0.7097 0.0091
H -1.7170 -0.0831 1.0384
H -2.5387 1.3144 1.6989
C 2.6929 -2.0215 0.3957
C -2.2437 0.8692 0.7135
H -0.2100 1.5249 0.4006
C 1.6663 -0.9581 0.6044
H 3.3971 -1.8870 -0.3227

Atoms 1-6, force components in eV/Å:
H -0.35 1.96 -0.04
C -2.19 -1.79 -0.46
H 0.87 -0.05 0.62
H 0.99 -0.12 1.99
H 1.58 1.88 -1.70
H -0.93 0.32 0.26